# 1
Molecular formula: C5H10ClN
Method: DFT, ωB97M-V with the def2-TZVPD basis set

Last column: Mulliken charge in e.
Element x y z (Å)
C 1.26 -0.92 -0.10  0.12
C 2.75 -1.04 -0.03  -1.13
C -1.34 0.83 -1.19  -1.53
C -1.56 0.94 1.22  -1.59
C -1.02 0.11 0.11  1.25
N 0.61 0.13 0.17  -0.57
Cl -1.61 -1.46 0.14  -0.21
H 0.81 -1.79 -0.51  0.39
H 3.19 -0.28 0.49  0.34
H 3.10 -1.21 -1.11  0.27
H 2.91 -1.82 0.66  0.33
H -1.35 0.20 -2.05  0.36
H -0.60 1.63 -1.41  0.39
H -2.19 1.47 -0.98  0.39
H -2.55 0.61 1.34  0.46
H -0.99 0.64 2.21  0.31
H -1.42 1.95 1.01  0.41

Results
* SMILES string: C/C=N/C(C)(C)Cl
* HOMO-LUMO gap: 10.334 eV
* LUMO: 0.93 eV

# 2
Molecular formula: C5H10ClNO2
Method: DFT, ωB97M-V with the def2-TZVPD basis set

Last column: Mulliken charge in e.
Element x y z (Å)
C 1.27 0.61 0.16  -0.49
C 0.26 1.78 -0.28  -0.96
C 0.85 -0.77 -0.25  0.06
C -0.62 -1.03 0.27  -0.23
C -1.48 0.27 -0.28  -0.26
N -1.11 1.59 0.14  -0.26
O 1.66 -1.85 0.24  -0.56
O -1.17 -2.21 -0.20  -0.51
Cl -3.19 0.02 0.29  -0.22
H 2.24 0.71 -0.24  0.43
H 1.29 0.63 1.39  0.17
H 0.51 2.70 0.06  0.54
H 0.30 1.80 -1.38  0.32
H 1.08 -0.91 -1.33  0.26
H -0.64 -0.83 1.38  0.29
H -1.60 0.12 -1.33  0.43
H -1.27 1.92 1.00  0.26
H 2.56 -1.63 -0.10  0.34
H -0.94 -2.93 0.47  0.40

Results
* SMILES string: O[C@H]1[C@H](O)CCN[C@@H]1Cl
* HOMO-LUMO gap: 9.900 eV
* LUMO: 0.76 eV

# 3
Molecular formula: C5H10CuNO3S
Method: DFT, ωB97M-V with the def2-TZVPD basis set

Last column: Mulliken charge in e.
Element x y z (Å)
Cu 0.66 -0.52 0.40  -0.64
C 3.61 -0.12 -2.86  -1.51
C 2.97 -0.69 -1.59  0.87
C 2.81 -2.21 -1.74  -1.43
C 1.64 -0.02 -1.23  -0.77
H 4.58 -0.58 -3.09  0.39
H 3.76 0.96 -2.76  0.38
H 2.94 -0.29 -3.71  0.32
H 3.68 -0.52 -0.76  0.15
H 2.09 -2.42 -2.53  0.32
H 2.42 -2.63 -0.81  0.26
H 3.76 -2.70 -1.99  0.39
H 0.95 -0.17 -2.09  0.30
H 1.79 1.06 -1.17  0.32
O -1.61 3.59 -0.04  -0.66
C -1.92 2.40 -0.27  -0.17
O -1.37 1.34 0.07  -0.42
H -2.87 2.27 -0.87  0.26
O -0.41 -2.84 4.08  -0.63
S -0.62 -2.48 2.65  0.20
N 0.16 -1.42 2.02  0.05

Results
* total charge: -2
* HOMO-LUMO gap: 6.263 eV
* LUMO: 5.62 eV

# 4
Molecular formula: C5H10DyO5
Method: DFT, ωB97M-V with the def2-TZVPD basis set

Last column: Mulliken charge in e.
Element x y z (Å)
C -2.85 -1.07 1.69  0.23
C -3.90 -1.98 1.20  -0.50
O -4.02 -1.88 -0.27  -0.23
C -4.90 -2.64 -0.86  1.25
O -5.59 -3.49 -0.22  -0.80
O -5.14 -2.46 -2.09  -0.77
O -1.59 -1.53 1.67  -0.23
Dy -6.86 -4.27 -2.34  1.43
H -3.06 -0.06 2.04  0.48
H -4.87 -1.72 1.62  0.38
H -3.66 -3.03 1.42  0.36
H -0.96 -0.86 2.03  0.36
H 0.36 0.68 -0.11  0.19
C 0.96 1.56 0.22  -0.94
C 1.66 1.29 1.53  -0.18
O 0.68 0.91 2.50  -0.54
H 1.71 1.77 -0.56  0.34
H 0.29 2.42 0.30  0.28
H 2.18 2.20 1.88  0.31
H 2.41 0.49 1.42  0.28
H 1.09 0.81 3.36  0.31

Results
* <S²>: 12.619
* total charge: +2
* HOMO-LUMO gap (alpha / beta): 5.161 / 5.695 eV
* LUMO (alpha / beta): -9.54 / -9.58 eV
* spin multiplicity: 7

# 5
Molecular formula: C5H10F2O
Method: DFT, ωB97M-V with the def2-TZVPD basis set

Last column: Mulliken charge in e.
Element x y z (Å)
O 2.32 -1.43 1.60  -0.55
C 2.35 -0.35 2.17  0.81
C 1.45 -0.04 3.34  -1.01
C 3.29 0.75 1.74  -1.01
H 0.80 -0.91 3.57  0.28
H 0.81 0.83 3.11  0.30
H 2.05 0.19 4.23  0.30
H 2.72 1.65 1.44  0.30
H 3.96 1.03 2.57  0.30
H 3.90 0.43 0.88  0.28
F -2.98 0.75 -4.48  -0.26
F -2.51 1.26 -2.40  -0.26
C -3.38 -0.88 -2.84  -1.00
C -2.50 0.24 -3.31  0.45
H -4.41 -0.51 -2.69  0.28
H -3.01 -1.28 -1.88  0.30
H -3.40 -1.69 -3.58  0.30
H -1.45 -0.05 -3.48  0.18

Results
* SMILES string: CC(C)=O.CC(F)F
* HOMO-LUMO gap: 10.454 eV
* LUMO: 0.71 eV

# 6
Molecular formula: C5H10FN
Method: DFT, ωB97M-V with the def2-TZVPD basis set

Last column: Mulliken charge in e.
Element x y z (Å)
C -1.08 -0.07 -1.47  -1.60
C -0.07 0.08 -0.32  1.36
C 0.30 1.57 -0.18  -0.77
C -0.58 -0.58 0.96  -0.89
C 0.82 -1.20 1.15  -0.41
H -0.71 0.43 -2.38  0.38
H -1.15 -1.14 -1.69  0.40
H -2.07 0.31 -1.18  0.35
H -0.57 2.23 -0.11  0.37
H 0.90 1.95 -1.02  0.34
H -0.97 0.09 1.72  0.29
H -1.27 -1.38 0.70  0.32
H 0.82 -2.27 1.37  0.32
H 1.40 -0.71 1.94  0.20
H 2.02 -0.23 -0.20  0.34
N 1.16 -0.83 -0.26  -0.70
F 1.06 1.73 0.98  -0.30

Results
* SMILES string: C[C@@]1(CF)CCN1
* HOMO-LUMO gap: 10.273 eV
* LUMO: 1.05 eV

# 7
Molecular formula: C5H10FN4
Method: DFT, ωB97M-V with the def2-TZVPD basis set

Last column: Mulliken charge in e.
Element x y z (Å)
C 0.35 -2.01 2.36  -1.16
C -0.37 -0.67 1.97  0.52
F -1.58 -0.69 2.68  -0.33
C -0.77 -0.59 0.47  -0.62
N -0.05 0.44 -0.31  0.35
C 0.76 1.43 0.00  0.18
N 1.09 2.09 -1.15  -0.57
C 0.42 1.47 -2.12  0.54
N 0.37 1.75 -3.42  -0.35
N -0.31 0.41 -1.64  -0.43
H 0.49 -2.67 1.48  0.33
H -0.30 -2.57 3.06  0.33
H 1.32 -1.78 2.84  0.30
H 0.21 0.20 2.34  0.21
H -1.85 -0.37 0.40  0.35
H -0.59 -1.57 -0.02  0.33
H 1.09 1.65 1.02  0.33
H 0.95 2.45 -3.86  0.25
H -0.32 1.26 -3.99  0.22
H -0.89 -0.26 -2.12  0.24

Results
* SMILES string: C[C@H](F)Cn1cnc(N)[nH+]1
* total charge: +1
* HOMO-LUMO gap: 10.638 eV
* LUMO: -3.44 eV

# 8
Molecular formula: C5H10FNO
Method: DFT, ωB97M-V with the def2-TZVPD basis set

Last column: Mulliken charge in e.
Element x y z (Å)
C 0.30 -1.08 1.77  -1.22
C 0.03 -0.99 0.27  -0.28
C -0.27 0.37 -0.30  1.07
C -0.07 0.40 -1.86  -0.63
C 1.10 1.16 -0.28  -0.61
H 0.42 -2.13 2.06  0.37
H -0.54 -0.64 2.32  0.31
H 1.19 -0.51 2.02  0.32
H 0.90 -1.48 -0.33  0.37
H -2.10 0.02 0.36  0.31
H -1.86 1.59 -0.11  0.34
H -0.09 -0.55 -2.40  0.26
H -0.66 1.13 -2.40  0.27
H 0.98 2.22 -0.05  0.27
H 1.92 0.58 0.17  0.32
N -1.43 0.82 0.43  -0.70
O 1.26 0.87 -1.67  -0.39
F -1.09 -1.79 0.00  -0.37

Results
* SMILES string: C[C@@H](F)C1(N)COC1
* HOMO-LUMO gap: 10.797 eV
* LUMO: 0.97 eV

# 9
Molecular formula: C5H10FNS
Method: DFT, ωB97M-V with the def2-TZVPD basis set

Last column: Mulliken charge in e.
Element x y z (Å)
C -0.87 -0.69 2.02  -1.45
C -0.91 0.00 0.72  0.38
C 0.11 -0.43 -0.35  1.09
C 0.01 0.37 -1.61  -0.91
C 1.48 -0.67 0.06  -1.29
H 0.11 -0.66 2.46  0.33
H -1.28 -1.67 1.89  0.38
H -1.58 -0.21 2.69  0.39
H -0.73 1.06 0.80  0.34
H -0.97 0.15 -2.13  0.34
H 0.79 0.00 -2.32  0.40
H 1.05 1.92 -0.88  0.23
H 0.22 2.40 -2.20  0.27
H 1.79 -0.74 1.10  0.28
H 2.27 -0.36 -0.66  0.34
N 0.15 1.80 -1.33  -0.60
F -2.19 -0.10 0.20  -0.36
S 0.55 -2.15 -0.46  -0.18

Results
* SMILES string: C[C@H](F)[C@@]1(CN)CS1
* HOMO-LUMO gap: 9.781 eV
* LUMO: 0.79 eV

# 10
Molecular formula: C5H10HgO3
Method: DFT, ωB97M-V with the def2-TZVPD basis set

Last column: Mulliken charge in e.
Element x y z (Å)
C -0.64 2.02 -0.24  -0.65
O -1.03 0.67 -0.64  -0.25
C -1.88 -0.06 0.21  -0.60
C -1.64 -1.53 -0.06  -0.39
O -0.27 -1.80 0.17  0.08
C 0.09 -3.14 -0.08  -1.00
H -1.16 2.72 -0.93  0.26
H -1.01 2.18 0.80  0.28
H -2.94 0.18 0.04  0.25
H -1.64 0.17 1.27  0.35
H -1.90 -1.78 -1.10  0.34
H -2.27 -2.14 0.61  0.35
H 1.11 -3.29 0.31  0.26
H -0.60 -3.83 0.43  0.25
H 0.08 -3.36 -1.16  0.33
Hg 1.08 -0.10 -0.40  -0.15
O 1.78 1.23 0.85  -0.46
C 1.31 2.04 -0.12  -0.48
H 1.61 3.12 0.04  0.21

Results
* <S²>: 0.775
* total charge: -1
* HOMO-LUMO gap (alpha / beta): 4.300 / 4.139 eV
* LUMO (alpha / beta): 3.51 / 3.49 eV
* spin multiplicity: 2

# 11
Molecular formula: C5H10INO3S
Method: DFT, ωB97M-V with the def2-TZVPD basis set

Last column: Mulliken charge in e.
Element x y z (Å)
C 1.84 -1.08 1.03  0.38
C -2.05 -0.48 -0.76  -1.25
C 1.03 -0.02 1.54  -1.04
C -0.51 -0.57 -0.50  -0.37
C 0.08 0.55 0.38  0.18
N 2.36 -1.94 0.48  -0.35
O 4.88 -2.88 -1.50  -0.38
O 3.21 -4.28 -2.59  -0.37
O 0.70 1.51 -0.38  -0.51
S 4.05 -4.05 -1.45  0.72
I 4.57 0.61 -0.80  -0.06
H -2.41 -0.87 -1.69  0.38
H -2.27 0.56 -0.93  0.37
H -2.79 -0.87 0.04  0.26
H 0.30 -0.33 2.27  0.36
H 1.59 0.74 1.87  0.40
H 0.00 -1.54 -0.37  0.38
H -0.14 -0.30 -1.48  0.21
H -0.75 1.06 0.90  0.35
H 4.72 -0.89 -1.06  0.14
H 1.65 1.27 -0.44  0.21

Results
* HOMO-LUMO gap: 8.911 eV
* LUMO: -1.04 eV

# 12
Molecular formula: C5H10Mg2O4
Method: DFT, ωB97M-V with the def2-TZVPD basis set

Last column: Mulliken charge in e.
Element x y z (Å)
O 2.15 0.36 0.65  -0.72
C 2.08 1.60 0.10  -0.04
C 0.68 2.06 -0.13  -0.51
O -0.15 1.38 0.56  -0.29
C -1.54 1.53 0.95  -0.47
C -2.18 0.26 0.38  -0.31
O -1.37 -0.83 0.67  -0.40
Mg 0.60 -0.81 0.81  0.82
H 2.54 1.69 -0.91  0.23
H 2.56 2.42 0.69  0.28
H 0.45 3.13 -0.26  0.27
H 0.53 -3.03 -2.33  0.26
H -1.93 2.46 0.52  0.36
H -1.57 1.55 2.04  0.23
H -2.29 0.46 -0.70  0.27
H -3.18 0.10 0.82  0.34
C 0.99 -2.94 -1.34  -0.62
O 0.39 -2.46 -0.20  -0.54
Mg -1.65 -2.87 0.63  0.43
H 1.12 -4.03 -1.17  0.29
H 1.74 -2.04 -1.77  0.12

Results
* HOMO-LUMO gap (alpha / beta): 6.674 / 4.965 eV
* LUMO (alpha / beta): -0.16 / -1.07 eV

| no. | largest force on an atom (hartree/bohr) | total energy (eV) |
| --- | --- | --- |
| 1 | 0.097 | -19358.284 |
| 2 | 0.109 | -23453.108 |
| 3 | 0.004 | -68454.052 |
| 4 | 0.102 | -39647.894 |
| 5 | 0.020 | -12829.704 |
| 6 | 0.035 | -9553.694 |
| 7 | 0.065 | -14017.949 |
| 8 | 0.049 | -11600.847 |
| 9 | 0.047 | -20389.346 |
| 10 | 0.155 | -15656.940 |
| 11 | 0.084 | -31913.871 |
| 12 | 0.117 | -24424.729 |